Computed, not measured: 9 unconnected molecules or ions with the total composition C51H123N9O9 in a non-equilibrium geometry, with ωB97M-V/def2-TZVPD.

```
192
Properties=species:S:1:pos:R:3:forces:R:3:mulliken_charge:R:1
C -6.039 6.906 -1.600 0.2 1.7 -1.1 -1.58
C -5.981 5.412 -1.564 1.5 0.3 0.2 0.71
C -4.837 4.990 -0.585 -0.3 0.6 -0.5 -0.03
O -3.553 5.423 -0.937 1.0 -0.2 -1.4 -0.49
C -2.878 4.629 -1.927 -0.1 0.5 -0.7 0.90
N -7.200 4.761 -1.196 -1.3 -0.7 0.2 -0.53
H -5.164 7.260 -2.237 -0.7 0.0 1.4 0.28
H -6.108 7.384 -0.584 0.3 -0.3 -1.0 0.33
H -6.907 7.226 -2.214 0.2 -0.1 0.5 0.44
H -5.712 5.160 -2.598 -0.1 -0.7 0.2 -0.05
H -4.845 3.923 -0.426 -0.2 -0.3 0.4 -0.61
H -4.957 5.595 0.305 -0.7 -0.5 0.7 0.63
H -2.329 3.783 -1.493 0.0 0.4 0.1 -0.31
H -2.203 5.291 -2.530 -0.3 -0.5 0.9 0.48
H -3.561 4.198 -2.682 -0.1 0.3 0.4 -0.72
H -7.913 4.891 -1.911 0.2 -0.1 0.0 0.29
H -7.639 5.126 -0.349 0.5 0.0 -0.1 0.23
C 4.077 -4.328 -2.297 0.6 0.8 -0.1 -1.23
C 3.908 -3.080 -3.158 1.6 -1.0 -1.0 0.58
C 3.065 -2.071 -2.435 -1.0 1.6 -1.2 -0.27
O 1.663 -2.257 -2.437 -0.9 -1.0 -0.1 0.73
C 1.105 -2.432 -3.726 -0.2 0.4 0.4 -1.03
N 5.289 -2.490 -3.369 -1.1 0.6 -0.4 -0.67
H 3.110 -4.661 -1.952 -0.3 -0.4 0.1 -0.01
H 4.662 -3.969 -1.436 0.0 -0.6 -0.1 0.40
H 4.600 -5.106 -2.874 -0.2 0.1 0.5 0.44
H 3.472 -3.431 -4.113 0.0 0.6 0.2 0.35
H 3.109 -1.041 -2.854 1.1 -0.4 0.2 0.17
H 3.343 -2.097 -1.410 0.4 0.4 1.0 -0.54
H 1.418 -3.393 -4.098 -0.3 -0.4 -0.5 0.28
H 1.426 -1.657 -4.419 0.4 0.3 -0.2 0.43
H 0.007 -2.332 -3.690 0.4 -0.4 0.4 -0.16
H 6.000 -3.141 -3.676 -0.3 -0.6 0.3 0.24
H 5.262 -1.825 -4.147 -0.2 0.0 0.5 0.23
C -3.766 1.558 1.714 1.5 0.5 0.7 -1.06
C -4.766 0.715 1.020 0.4 -0.9 1.9 0.28
C -4.265 0.408 -0.339 -0.1 0.1 -1.6 -0.41
O -4.165 1.598 -1.104 -0.5 0.4 -0.5 1.26
C -5.339 1.950 -1.814 -0.3 0.2 -0.5 -1.19
N -4.980 -0.541 1.777 0.4 0.4 -0.5 -0.59
H -4.053 1.817 2.728 -0.5 0.4 0.1 0.59
H -3.574 2.453 1.112 0.0 0.0 0.3 -0.27
H -2.810 1.054 1.890 0.0 -0.2 -0.4 0.29
H -5.620 1.349 1.017 -1.4 0.3 -0.5 0.28
H -4.920 -0.294 -0.899 0.5 0.0 0.4 0.38
H -3.223 0.083 -0.304 -0.2 -0.7 0.2 -0.35
H -6.184 2.323 -1.227 0.3 0.0 0.5 0.29
H -5.761 1.105 -2.391 0.5 0.2 -0.1 0.36
H -5.049 2.791 -2.468 -0.3 -0.6 0.1 0.07
H -4.983 -0.425 2.786 0.0 0.3 -0.3 0.23
H -5.867 -0.906 1.505 -0.6 -0.5 0.0 0.24
C 1.506 1.393 -2.310 2.5 0.1 -0.6 -1.35
C 0.327 0.926 -1.568 -0.5 -0.5 2.8 2.07
C 0.650 1.116 -0.050 0.2 -2.0 0.3 -0.45
O 1.531 0.080 0.455 0.1 -0.3 0.0 1.56
C 1.049 -1.254 0.562 -1.9 -0.3 -0.2 -1.50
N -0.789 1.786 -1.775 -2.1 0.9 -1.0 1.10
H 1.687 1.004 -3.320 -0.2 -0.5 0.2 0.33
H 2.432 1.195 -1.672 -0.9 0.3 -1.1 -0.33
H 1.378 2.452 -2.499 0.2 0.4 0.4 0.50
H 0.097 -0.142 -1.719 0.2 0.2 -0.1 -0.22
H -0.282 1.077 0.545 0.2 0.1 -0.2 -0.35
H 1.215 2.018 0.198 -0.4 0.2 -0.3 -0.68
H 0.775 -1.747 -0.382 0.6 0.4 -0.2 -0.25
H 0.068 -1.360 1.103 0.6 0.7 0.2 0.41
H 1.739 -1.905 1.093 0.5 0.4 0.1 0.27
H -1.302 1.535 -2.618 0.3 0.1 -0.1 -0.55
H -1.519 1.832 -1.056 0.7 -0.5 0.0 -0.67
C -2.865 4.509 -5.624 -0.9 -1.2 1.1 -1.26
C -2.081 3.256 -5.181 0.6 0.1 -0.9 0.47
C -2.924 2.135 -4.553 0.4 -0.6 -0.5 0.10
O -2.031 0.964 -4.521 -0.4 1.1 -0.3 -0.33
C -2.643 -0.281 -4.304 -0.6 0.3 -0.3 -0.67
N -1.429 2.812 -6.461 -0.2 -0.3 0.6 -0.83
H -3.410 4.297 -6.550 0.5 0.2 -0.1 0.43
H -2.221 5.358 -5.653 0.5 0.5 -0.6 0.34
H -3.645 4.759 -4.914 -0.2 0.1 0.4 0.19
H -1.291 3.526 -4.458 -0.2 -0.1 -0.4 0.10
H -3.849 2.092 -5.217 0.9 -0.9 0.7 0.52
H -3.208 2.251 -3.500 -0.2 0.6 -0.3 -0.47
H -1.923 -1.075 -4.457 0.2 0.0 -0.2 0.11
H -3.442 -0.345 -5.032 -0.4 -0.6 -0.2 0.49
H -3.071 -0.414 -3.313 -0.1 0.2 0.4 0.09
H -2.130 2.416 -7.081 -0.6 0.6 -0.1 0.32
H -0.902 1.965 -6.329 0.7 -0.1 0.7 0.29
C 5.682 -0.312 0.075 2.3 1.9 0.2 -1.41
C 5.483 0.869 1.068 -1.3 -1.1 -0.8 0.19
C 5.283 2.104 0.177 0.1 0.6 1.7 -0.75
O 4.873 3.307 0.895 0.2 -1.3 -0.3 -0.13
C 5.766 3.646 1.941 -0.5 0.9 0.2 -0.86
N 4.357 0.523 1.959 0.2 -0.9 -1.9 0.37
H 4.842 -0.390 -0.544 -1.5 -0.4 -0.7 -0.02
H 5.914 -1.217 0.595 0.0 -0.6 0.2 0.28
H 6.518 -0.052 -0.644 -0.6 -0.4 0.9 0.41
H 6.298 0.925 1.731 1.5 0.4 0.4 0.90
H 4.503 1.883 -0.515 -0.8 0.0 -0.5 -0.10
H 6.185 2.281 -0.405 0.3 0.3 0.0 0.46
H 5.771 2.935 2.793 -0.2 0.3 -0.4 0.28
H 5.455 4.670 2.280 0.3 -1.0 -0.1 0.23
H 6.761 3.705 1.533 0.7 0.1 0.0 0.39
H 3.520 0.521 1.381 -0.5 0.1 0.6 -0.67
H 4.280 1.092 2.762 -0.3 0.9 0.7 0.37
C 2.163 4.978 0.044 -0.1 0.2 1.0 -1.60
C 1.186 5.123 1.231 0.1 0.5 0.2 1.76
C -0.249 5.015 0.709 -0.6 -1.5 -0.2 -0.97
C -1.350 4.716 1.749 1.6 -0.6 1.5 -0.32
C -0.927 3.429 2.564 0.6 0.2 -1.8 -0.69
C 0.511 3.570 3.148 -0.8 -0.9 -1.2 2.10
N 1.452 3.940 2.036 -0.4 -0.2 1.0 1.63
O 2.753 4.105 2.619 -0.6 0.3 0.6 -0.71
C 0.410 4.555 4.295 -0.2 -0.2 0.4 -1.84
C 1.008 2.186 3.625 -0.2 -0.6 -1.9 -1.56
C 1.387 6.485 1.938 0.0 0.3 -0.2 -1.95
H 1.997 3.981 -0.357 0.6 -0.2 0.1 0.03
H 3.207 5.166 0.410 -1.0 -0.3 -0.8 0.26
H 1.831 5.624 -0.740 0.2 0.9 -0.5 0.55
H -0.512 5.935 0.222 0.0 0.4 -0.7 0.66
H -0.201 4.159 -0.008 -0.4 0.7 0.1 -0.43
H -2.355 4.544 1.371 0.1 0.3 -0.5 -0.26
H -1.368 5.584 2.465 -0.3 -0.8 -0.6 0.36
H -1.053 2.481 1.961 0.4 1.2 0.3 -1.09
H -1.608 3.304 3.371 -0.5 -0.1 1.0 0.95
H 1.422 4.906 4.345 0.4 0.9 0.7 0.33
H -0.351 5.362 4.142 0.9 -0.6 0.2 0.28
H 0.167 3.985 5.215 0.1 0.5 -0.4 0.50
H 0.147 1.522 3.774 0.3 0.1 0.4 0.32
H 1.644 1.678 2.845 -0.8 0.6 0.4 -0.29
H 1.654 2.222 4.459 0.4 0.2 1.3 0.61
H 0.537 6.757 2.551 -0.3 -0.2 0.4 0.38
H 1.384 7.277 1.173 0.4 -0.2 0.1 0.49
H 2.286 6.565 2.570 -0.3 -0.2 -0.5 0.28
H 3.311 3.500 2.133 0.3 -0.4 -0.5 0.16
C -3.819 -5.311 -0.299 1.4 -0.8 0.5 -1.87
C -2.549 -4.465 -0.755 -1.4 1.9 2.0 1.09
C -1.660 -4.115 0.492 -0.5 -0.7 -0.3 -0.12
C -0.849 -5.389 0.894 -0.9 1.5 1.0 0.26
C -0.037 -5.916 -0.272 0.9 0.8 0.8 -0.84
C -0.880 -6.163 -1.529 1.4 -1.6 -0.2 1.82
N -1.686 -5.004 -1.741 0.3 0.6 -1.6 1.08
O -2.509 -5.235 -2.865 -0.4 -0.3 -1.5 -0.68
C 0.137 -6.397 -2.736 0.2 0.9 0.4 -1.74
C -1.683 -7.494 -1.492 -1.3 -0.6 -0.4 -1.78
C -3.145 -3.104 -1.268 1.0 -0.3 0.9 -1.53
H -4.462 -5.597 -1.130 -0.1 0.4 0.0 0.38
H -4.355 -4.830 0.536 0.0 0.3 -0.7 0.40
H -3.502 -6.265 0.155 0.0 0.2 -0.2 0.39
H -1.034 -3.216 0.287 -0.3 -0.8 0.0 -0.99
H -2.400 -3.846 1.269 0.6 0.0 0.0 0.72
H -1.607 -6.095 1.222 0.0 -0.5 -0.1 0.53
H -0.288 -5.161 1.839 0.0 -0.3 -1.1 -0.87
H 0.484 -6.810 0.054 0.0 -0.5 -0.2 0.72
H 0.796 -5.183 -0.439 -0.7 -0.4 -0.4 -0.29
H -0.363 -6.850 -3.582 -0.4 -0.2 -0.2 0.70
H 0.632 -5.454 -3.148 -0.4 -1.1 1.0 -0.13
H 0.862 -7.172 -2.388 -0.2 0.9 -0.3 0.47
H -2.593 -7.404 -2.166 1.3 -0.1 0.6 0.27
H -1.070 -8.337 -1.876 -0.4 0.5 0.4 0.45
H -2.132 -7.807 -0.534 0.6 0.3 -0.1 0.32
H -3.638 -3.271 -2.196 -0.6 0.0 -0.7 0.72
H -2.329 -2.378 -1.432 -0.3 -0.2 0.1 -0.17
H -3.847 -2.697 -0.516 0.4 -0.2 -0.4 0.34
H -1.944 -5.283 -3.662 -0.1 0.3 0.8 0.40
C 4.604 -4.758 4.228 0.1 0.7 0.6 -1.88
C 3.548 -4.192 3.241 2.6 0.7 -0.2 1.58
C 2.373 -5.085 3.183 -1.8 0.6 -1.4 -0.55
C 1.401 -4.899 4.298 -1.3 -0.5 1.6 -0.93
C 0.963 -3.420 4.445 0.2 -1.4 -0.4 -1.19
C 2.156 -2.536 4.619 0.6 1.9 0.0 1.88
N 3.148 -2.765 3.501 -0.7 -1.1 0.4 1.35
O 4.294 -1.937 3.729 -0.4 -0.9 0.1 -0.67
C 1.652 -1.102 4.368 -0.5 1.0 0.8 -1.90
C 2.715 -2.641 6.066 0.2 -0.2 -0.8 -1.98
C 4.224 -4.261 1.840 0.6 0.6 0.5 -1.88
H 5.150 -5.588 3.760 -0.2 0.1 0.2 0.50
H 4.173 -5.086 5.181 -0.1 -0.2 -0.2 0.31
H 5.334 -3.976 4.510 -0.3 -0.3 -0.4 0.31
H 1.799 -4.855 2.247 0.5 -0.1 0.4 -0.63
H 2.704 -6.100 3.055 0.2 -0.5 0.2 0.69
H 1.807 -5.335 5.245 -0.3 0.5 -0.5 0.54
H 0.473 -5.464 4.098 0.4 -0.1 0.0 0.51
H 0.216 -3.252 5.240 0.5 -0.2 -0.1 0.49
H 0.466 -3.149 3.517 -0.1 0.1 -0.3 0.19
H 1.236 -1.020 3.335 1.1 0.3 0.5 -0.08
H 0.727 -0.923 4.961 0.6 -0.2 0.1 0.57
H 2.384 -0.294 4.720 -0.9 -1.1 -1.1 0.30
H 2.779 -3.699 6.335 -0.1 0.2 0.3 0.35
H 3.728 -2.239 6.082 -0.1 0.1 0.1 0.40
H 2.078 -2.083 6.774 0.2 -0.3 -0.3 0.41
H 4.541 -5.296 1.608 -0.5 0.4 0.0 0.46
H 5.168 -3.663 1.837 -0.8 -0.2 0.0 0.40
H 3.515 -3.853 1.114 0.2 -0.2 -0.2 0.13
H 4.276 -1.336 2.971 0.1 0.5 -0.2 0.29
```
Positions in Å, forces in eV/Å.

The HOMO-LUMO gap comes out at 0.318 Ha. As for the spin multiplicity: 1. The relative energy (zero: lowest compared OMol25 entry of this formula, charge and spin) is 190.13 kJ/mol. The SMILES is CC1(C)CCCC(C)(C)N1O.CC1(C)CCCC(C)(C)N1O.CC1(C)CCCC(C)(C)N1O.COC[C@H](C)N.COC[C@H](C)N.COC[C@H](C)N.COC[C@H](C)N.COC[C@H](C)N.COC[C@H](C)N. For the total energy, the calculation gives -3186.6151 Ha. The LUMO energy is 0.5 eV. The HOMO energy comes out at -8.152 eV.